A molecular structure, C35H51MoN5P2Si2, computed with ωB97M-V/def2-TZVPD.

Values from the calculation:
energy relative to the best compared isomer or geometry (same formula, charge and spin): 4.78 kcal/mol
HOMO-LUMO gap: 0.2259 Ha
E_HOMO: -19.3 eV
net charge: +4
LUMO: -0.48388 hartree

Cartesian coordinates (Å):
Mo1 1.12354 0.65591 0.12760
N1 1.26680 1.18355 2.26819
C1 2.65522 1.74674 2.37621
C2 2.75822 2.98144 1.51133
N2 2.10366 2.74685 0.17252
C3 3.02179 2.95500 -0.99955
C4 3.51511 1.61702 -1.46793
N3 2.29811 0.77030 -1.72323
H1 1.16055 0.41173 2.92649
H2 0.57276 1.88811 2.51993
H3 2.90719 1.97293 3.41153
H4 3.34137 0.96808 2.04340
H5 2.26756 3.82510 1.98946
H6 3.80336 3.25133 1.37440
H7 1.36623 3.43804 0.07361
H8 2.45117 3.44041 -1.78952
H9 3.84187 3.62107 -0.73797
H10 4.12351 1.69468 -2.36777
H11 4.11268 1.11860 -0.70448
H12 1.78754 1.14200 -2.52453
H13 2.59282 -0.16743 -1.98623
C5 3.51703 -1.69630 2.65396
Si1 3.20139 -2.17156 0.90598
C6 2.75696 -3.94731 0.78131
C7 4.55199 -1.70429 -0.25179
N4 1.64224 -1.17365 0.32347
P1 0.17879 -1.98328 -0.12637
C8 -0.39779 -0.38229 -0.53284
P2 -1.68333 0.80736 -0.48495
N5 -0.51954 1.92593 -0.05731
Si2 -1.02636 3.72813 -0.04580
C9 -0.44507 4.46597 1.55708
C10 -0.25438 4.56979 -1.50266
C11 -2.86197 3.84440 -0.17444
C12 -2.84957 0.39073 0.77143
C13 -2.82756 1.05229 2.00459
C14 -3.72909 0.69150 2.99141
C15 -4.64029 -0.33458 2.75420
C16 -4.65207 -1.00589 1.53672
C17 -3.75941 -0.64729 0.53816
C18 -2.41807 1.11225 -2.05362
C19 -1.57113 1.28100 -3.16086
C20 -2.10718 1.56484 -4.40018
C21 -3.49018 1.68040 -4.54228
C22 -4.33332 1.51623 -3.45172
C23 -3.80370 1.23322 -2.20130
C24 -0.54689 -2.70508 1.30390
C25 -0.61010 -4.09552 1.46417
C26 -1.12671 -4.62377 2.63661
C27 -1.56941 -3.78068 3.64738
C28 -1.49558 -2.39646 3.49958
C29 -0.98632 -1.85866 2.33474
C30 0.32561 -3.05372 -1.50557
C31 1.40901 -2.90210 -2.38379
C32 1.50349 -3.69500 -3.51009
C33 0.50713 -4.63270 -3.77642
C34 -0.58317 -4.76820 -2.92737
C35 -0.68297 -3.98517 -1.78780
H14 4.07617 -2.52347 3.10717
H15 2.59505 -1.60607 3.23570
H16 4.14107 -0.81307 2.78692
H17 3.70656 -4.48668 0.88671
H18 2.32808 -4.25651 -0.17332
H19 2.10713 -4.26746 1.59741
H20 5.38121 -2.39805 -0.06746
H21 4.96295 -0.70572 -0.09595
H22 4.28465 -1.84221 -1.30276
H23 0.57256 4.86232 1.54186
H24 -0.57404 3.82652 2.43623
H25 -1.07972 5.33989 1.74229
H26 0.71779 4.19791 -1.82785
H27 -0.14624 5.64182 -1.30838
H28 -0.92402 4.46743 -2.36093
H29 -3.43809 3.14421 0.42909
H30 -3.19910 3.78157 -1.20931
H31 -3.10674 4.84815 0.19227
H32 -2.13468 1.86778 2.17896
H33 -3.74085 1.21694 3.93784
H34 -5.35492 -0.60478 3.52160
H35 -5.36838 -1.79765 1.36023
H36 -3.78042 -1.17123 -0.41150
H37 -0.49691 1.18637 -3.04705
H38 -1.46407 1.69373 -5.26074
H39 -3.91026 1.90176 -5.51523
H40 -5.40415 1.61362 -3.57320
H41 -4.46699 1.13134 -1.35214
H42 -0.23470 -4.76789 0.70579
H43 -1.17595 -5.69719 2.76300
H44 -1.97210 -4.20266 4.55948
H45 -1.84711 -1.74839 4.29221
H46 -0.96717 -0.78360 2.21186
H47 2.19844 -2.19512 -2.16610
H48 2.34809 -3.59790 -4.17929
H49 0.58428 -5.26126 -4.65450
H50 -1.35891 -5.48896 -3.14989
H51 -1.55199 -4.08749 -1.15197

***

2 unconnected molecules or ions with the total composition C2H9BNO2, computed with ωB97M-V/def2-TZVPD.

Values from the calculation:
energy relative to the best compared isomer or geometry (same formula, charge and spin): 97.68 kcal/mol
HOMO-LUMO gap (alpha / beta): 0.2793 / 0.3163 Ha
E_HOMO (alpha / beta): -14.1 / -14.6 eV
net charge: +1
LUMO (alpha / beta): -0.23838 / -0.22056 hartree

Cartesian coordinates (Å):
B1 1.40619 1.25851 0.41311
C1 -1.58428 -1.82649 -0.17646
C2 1.04244 0.04090 -0.67906
N1 -1.48069 -0.42460 -0.26125
O1 0.52157 1.28291 1.38973
O2 2.48717 2.01027 0.15597
H1 -1.48329 -2.23271 0.90076
H2 -2.52426 -2.01315 -0.52036
H3 -0.93969 -2.33097 -1.00222
H4 1.16366 -1.05513 -0.43165
H5 1.10414 0.31632 -1.81724
H6 -1.85896 0.02697 -1.10312
H7 -1.34827 0.17213 0.57417
H8 0.60144 1.90394 2.01261
H9 2.89283 2.87111 0.54502

***

A molecular structure, C28H23Cl5IN5O4STi, computed with ωB97M-V/def2-TZVPD.

Values from the calculation:
energy relative to the best compared isomer or geometry (same formula, charge and spin): 0.00 kcal/mol
HOMO-LUMO gap (alpha / beta): 0.1254 / 0.2502 Ha
E_HOMO (alpha / beta): 0.2 / -3.2 eV
spin multiplicity: 3
net charge: -2
LUMO (alpha / beta): 0.13266 / 0.13268 hartree

Cartesian coordinates (Å):
Ti1 0.60871 -0.13804 -0.23354
N1 -2.45977 -1.18843 1.61048
C1 -3.16918 -0.72849 0.41677
C2 -2.58432 0.53530 -0.19753
O1 -3.39032 1.30999 -0.72805
N2 -1.25970 0.76262 -0.09937
C3 -0.92468 2.17046 -0.34034
C4 0.42655 2.52126 0.29848
O2 0.71012 3.66676 0.57927
O3 1.24311 1.49510 0.51560
H1 -2.97506 -1.93638 2.05925
H2 -2.39889 -0.40895 2.25842
H3 -4.21051 -0.45923 0.61436
H4 -3.17076 -1.52395 -0.33396
H5 -1.68728 2.82109 0.08818
H6 -0.86515 2.42250 -1.40596
Cl1 2.11950 -0.79889 2.98517
C5 1.15676 -2.06218 2.23628
C6 0.59095 -1.82676 0.98967
C7 0.00518 -2.94889 0.42060
Cl2 -0.66570 -2.70266 -1.17905
C8 -0.11915 -4.18039 1.03724
Cl3 -0.92140 -5.49275 0.23928
C9 0.38969 -4.34348 2.32134
Cl4 0.21051 -5.85342 3.15260
C10 1.04701 -3.27616 2.91847
Cl5 1.72114 -3.47106 4.50827
N3 4.82537 3.94574 -9.27315
C11 4.20124 3.44397 -8.42823
C12 3.44229 2.83849 -7.40691
C13 3.70853 3.09446 -6.02255
C14 2.96568 2.51521 -5.03610
C15 1.89563 1.63686 -5.35492
C16 1.62819 1.36097 -6.71882
C17 2.36963 1.93592 -7.71071
N4 1.11994 1.03622 -4.33144
C18 -0.08537 0.37645 -4.49771
C19 -0.46420 -0.06221 -3.26791
N5 0.47478 0.30322 -2.34328
C20 1.41381 0.96183 -3.02104
H7 4.51672 3.76559 -5.75980
H8 3.19449 2.74731 -4.00383
H9 0.84521 0.66309 -6.98798
H10 2.15659 1.70098 -8.74624
H11 -0.57478 0.30246 -5.44964
H12 -1.36123 -0.58961 -2.99256
H13 2.29143 1.39844 -2.58112
C21 -0.39906 0.67254 4.80978
S1 -0.46725 1.47303 3.19670
O4 -1.93876 1.71460 2.99490
C22 0.21090 3.04506 3.74956
C23 1.57362 3.17396 3.97176
C24 2.07635 4.39527 4.39005
C25 1.21930 5.47433 4.57569
C26 -0.14075 5.33116 4.34264
C27 -0.65256 4.10960 3.92163
H14 -1.15006 1.17356 5.42021
H15 0.59603 0.75404 5.24299
H16 -0.65106 -0.37744 4.65898
H17 2.23614 2.33158 3.80707
H18 3.13949 4.50945 4.56078
H19 1.61878 6.43325 4.88264
H20 -0.80652 6.17424 4.48063
H21 -1.70525 3.96043 3.71550
I1 2.84207 -2.28979 -2.13673
C28 2.71343 -0.73105 -0.60341
H22 3.34599 0.05713 -1.02521
H23 3.28577 -1.17653 0.21329

***

A molecular structure, C27H23F6I2KN6O10S2, computed with ωB97M-V/def2-TZVPD.

Values from the calculation:
energy relative to the best compared isomer or geometry (same formula, charge and spin): 55.98 kcal/mol
HOMO-LUMO gap: 0.2216 Ha
E_HOMO: -2.6 eV
net charge: -2
LUMO: 0.12442 hartree

Cartesian coordinates (Å):
K1 1.04628 -0.15899 -0.03291
I1 -4.37018 -6.42330 -1.28724
C1 -2.93929 -4.88243 -1.15036
C2 -1.91018 -4.98592 -0.22618
C3 -0.98441 -3.96017 -0.17326
I2 0.57930 -4.04593 1.22584
C4 -0.98634 -2.80043 -1.01904
O1 -0.07748 -1.91986 -0.94708
C5 -2.10432 -2.74703 -1.92467
C6 -2.24510 -1.56713 -2.87607
N1 -1.96202 -0.23301 -2.36463
C7 -2.71853 0.04551 -1.15972
C8 -2.62679 1.47394 -0.66280
C9 -3.35340 1.82695 0.47479
C10 -3.30981 3.12987 0.92866
C11 -2.52404 4.04966 0.24984
C12 -1.80697 3.60478 -0.84711
N2 -1.85508 2.34848 -1.30731
C13 -3.03617 -3.76846 -1.97852
H1 -1.83078 -5.83541 0.43764
H2 -3.27285 -1.55528 -3.25279
H3 -1.59074 -1.73347 -3.73735
H4 -0.96003 -0.19277 -2.19303
H5 -2.46383 -0.62534 -0.32789
H6 -3.77247 -0.12918 -1.39749
H7 -3.93350 1.07313 0.99777
H8 -3.86227 3.42297 1.81476
H9 -2.42647 5.07446 0.58670
H10 -1.14124 4.28043 -1.37933
H11 -3.86050 -3.68868 -2.68043
O2 -0.44302 -0.32049 1.78994
C14 -0.29847 0.05948 2.93242
C15 0.94423 0.07455 3.70919
C16 0.83242 0.04850 5.08156
C17 1.95423 0.01295 5.89695
C18 3.24235 0.05891 5.31388
C19 3.38074 0.13120 3.96315
C20 2.24404 0.13146 3.06336
O3 2.38143 0.20318 1.82175
N3 1.80538 -0.05972 7.32028
O4 0.67467 -0.11858 7.80187
O5 2.81539 -0.05388 8.02600
H12 -1.18205 0.40719 3.51172
H13 -0.14758 0.04013 5.54601
H14 4.10202 0.05285 5.96912
H15 4.35807 0.21245 3.50232
N4 3.24560 -2.20320 -1.01829
C21 3.82247 -2.38214 -0.02634
N5 4.55925 -2.59986 1.06962
C22 5.89759 -3.16733 0.92409
C23 5.87603 -4.62354 1.34229
O6 5.39353 -4.75583 2.67246
C24 4.05384 -4.26545 2.78084
C25 3.96777 -2.80209 2.39125
H16 6.57998 -2.61570 1.57774
H17 6.22734 -3.06277 -0.10690
H18 6.87883 -5.04982 1.32301
H19 5.23059 -5.18503 0.65452
H20 3.75368 -4.39413 3.81956
H21 3.39508 -4.86301 2.13978
H22 4.52443 -2.20360 3.11216
H23 2.93535 -2.46227 2.38310
F1 2.22956 3.25219 3.31863
C26 2.81057 3.32201 2.10167
F2 3.84018 2.49623 2.09145
F3 3.26549 4.57182 1.94828
S1 1.39135 3.02335 0.85471
O7 0.35545 2.43249 1.65228
O8 1.17960 4.36334 0.36856
N6 1.80775 2.01265 -0.31204
S2 3.12476 2.31319 -1.13253
O9 3.63850 1.11435 -1.72267
O10 4.02984 3.22776 -0.49310
C27 2.51789 3.28107 -2.60518
F4 3.23709 2.93814 -3.68693
F5 1.23051 3.02926 -2.85534
F6 2.66664 4.59444 -2.40594

***

- Number 3 is which compound?
  C28H23Cl5IN5O4STi